1.
# C17H29N4ORuS2

C17H29N4ORuS2 as an isolated structure in a non-equilibrium geometry (wB97M-V/def2-TZVPD, OMol25).

XYZ file:
```
54
Properties=species:S:1:pos:R:3:mulliken_charge:R:1
Ru -0.0241 -0.4879 -0.8754 0.362
S -0.8668 1.7949 1.9190 0.214
S 1.0864 -4.4732 1.0192 -0.174
O -0.8763 0.6748 0.8767 -0.365
N 2.1829 -0.7917 -0.0552 0.242
N -1.6032 -1.4036 -2.5007 -0.472
N -1.3529 1.2455 -1.8901 0.214
N 1.2285 0.4269 -2.6485 -0.465
C 1.1637 -2.8722 0.3668 -0.155
C -2.3222 1.4395 2.9561 -0.592
C -0.9971 -3.5188 -0.1318 -0.399
C 0.9606 1.8471 -2.3361 -0.377
C -0.4905 2.1469 -2.6623 -0.794
C 3.2320 0.0322 -0.0695 -0.353
C -2.8279 -0.6613 -2.1516 -0.358
C 1.3163 2.5568 3.4240 -1.166
C 4.6698 -1.6450 0.8149 -0.525
C -2.5980 0.7932 -2.5232 -0.861
C -0.5384 -4.6318 0.5054 -0.659
C 0.4731 1.3360 3.0806 -0.190
C 3.5884 -2.5015 0.8425 -0.885
C 4.4902 -0.3452 0.3534 -0.954
C 2.3425 -2.0487 0.4011 1.406
C -3.5661 1.3370 2.0918 -1.121
C -0.0219 -2.4958 -0.2150 0.446
H -3.4478 0.5484 1.3490 0.174
H -1.4020 -1.2824 -3.4884 0.205
H 2.2201 0.2233 -2.5756 0.267
H -2.0072 -3.4444 -0.5126 0.420
H 0.7134 3.3308 3.8986 0.356
H -3.7847 2.2784 1.5861 0.339
H 0.9531 0.2264 -3.6052 0.242
H 5.3072 0.3599 0.3147 0.464
H 1.7834 2.9796 2.5343 0.307
H -2.9831 -0.7535 -1.0737 0.187
H -1.0691 -5.5510 0.6957 0.495
H 3.6861 -3.5207 1.1886 0.441
H -1.7213 -2.3958 -2.3281 0.263
H -4.4204 1.0857 2.7179 0.408
H -3.4538 1.4005 -2.2255 0.376
H -3.7149 -1.0420 -2.6634 0.511
H -2.4940 0.8712 -3.6071 0.347
H 1.0454 0.5775 2.5455 0.095
H 1.1316 1.9975 -1.2657 0.156
H 2.1055 2.2790 4.1210 0.393
H 0.0320 0.8926 3.9718 0.399
H 1.6138 2.5290 -2.8862 0.475
H -0.6624 1.9691 -3.7257 0.405
H -2.1339 0.5115 3.4952 0.403
H 3.0550 1.0420 -0.4236 0.473
H 5.6436 -1.9750 1.1501 0.457
H -1.5579 1.6370 -0.9754 0.051
H -2.3817 2.2724 3.6596 0.509
H -0.7047 3.1990 -2.4644 0.362
```

Results
Spin multiplicity: 2
HOMO-LUMO gap (spin up / spin down), eV: 6.8 / 7.2
Charge: +2
ΔE to the lowest compared entry with this formula, charge and spin, eV: 3.279


2.
# C17H29N5O7

An isolated molecule of C17H29N5O7 (wB97M-V/def2-TZVPD, OMol25).

XYZ file:
```
58
Properties=species:S:1:pos:R:3:mulliken_charge:R:1
O 0.4688 -0.3409 1.1193 -0.668
O -3.0687 2.3070 2.1111 -0.542
O 3.8892 -0.0584 -3.5125 -0.483
O 1.2363 4.2033 -1.2260 -0.696
O 0.1289 -2.4118 -2.2586 -0.513
O 0.2357 -4.6797 -0.8736 -0.449
O -0.6673 -3.0370 1.1379 -0.266
N 2.4282 -2.9563 -2.2734 0.077
N 3.5715 -2.2342 -2.6541 -0.975
N -1.1541 0.3210 2.5521 0.066
N -0.4366 3.3540 0.0009 0.186
N 1.7988 -0.9624 -2.9871 0.338
C -0.7626 1.7108 2.6094 -1.958
C 0.3397 3.3820 -1.1107 0.349
C -1.5172 2.4281 0.3126 -1.109
C 0.9868 -4.5173 0.3230 -0.796
C -3.4922 2.6267 3.4211 -0.788
C 0.9757 0.2155 -3.1909 -1.210
C 0.7310 -3.1487 0.8981 -0.256
C -1.7150 2.6184 1.8197 2.043
C -1.1358 -1.9931 1.9361 -0.985
C 1.4161 -2.1727 -2.4783 0.181
C -0.1928 4.3239 1.0659 -0.865
C 0.0851 2.3438 -2.1815 -0.852
C -0.5070 -0.6064 1.7945 0.862
C 3.1546 -1.0837 -3.0534 0.501
C -1.3549 4.0936 2.0249 -1.140
C 0.6928 -5.7816 -1.6432 -0.855
C 1.0388 1.1619 -2.0000 0.478
H -1.0966 4.3382 3.0551 0.430
H -0.1603 5.3350 0.6628 0.410
H 2.0556 -4.6000 0.1006 0.419
H -2.0452 0.0717 2.9481 0.285
H 1.0740 -2.3771 0.2152 0.112
H 2.0579 1.5404 -1.8956 0.338
H -0.0424 -0.1375 -3.3557 0.400
H -0.9519 2.0017 -2.1849 0.266
H 1.3131 0.7151 -4.1001 0.319
H -0.7145 2.0323 3.6525 0.389
H -2.4481 2.6896 -0.1990 0.197
H 0.7989 0.6107 -1.0874 -0.087
H 0.6224 -6.7051 -1.0611 0.297
H 0.0686 -3.2685 -1.7595 0.664
H -1.0324 -2.2556 3.0013 0.354
H 0.2828 2.8380 -3.1338 0.576
H -2.2180 4.6956 1.7318 0.468
H -2.2047 -1.9033 1.7297 0.412
H -4.5426 2.3526 3.4848 0.319
H 0.6965 -5.3023 1.0304 0.470
H 1.2990 -3.0505 1.8318 0.480
H -2.9389 2.0710 4.1869 0.281
H 0.7775 4.1355 1.5332 0.346
H 4.8122 -0.3417 -3.4823 0.373
H -1.2521 1.3996 0.0668 0.298
H -3.3949 3.6951 3.6317 0.291
H 0.0449 -5.8584 -2.5138 0.289
H 1.7232 -5.6153 -1.9658 0.350
H 0.2418 1.7868 2.1929 0.577
```

Results
HOMO-LUMO gap, eV: 8.6
Charge: 0
SMILES: COCCOCC(=O)NC[C@@]1(OC)CCN(C(=O)CCCn2c(O)nnc2O)C1
ΔE to the lowest compared entry with this formula, charge and spin, eV: 0.619


3.
# C17H29N5OW

C17H29N5OW as an isolated structure in a non-equilibrium geometry (wB97M-V/def2-TZVPD, OMol25).

XYZ file:
```
53
Properties=species:S:1:pos:R:3:mulliken_charge:R:1
W -0.2311 0.5951 0.0632 1.878
O 1.6344 1.3017 0.2869 -0.777
N -0.8120 2.7038 0.0888 -0.254
N -1.3407 0.7304 -1.8327 -0.579
N 3.8238 0.7287 0.2229 -0.084
N -1.8513 -0.7586 0.2057 0.047
N -0.9700 0.6907 2.1240 -0.752
C 4.9538 -1.1102 -1.0871 -0.571
C -3.1449 -2.2773 1.5207 -0.981
C -1.5323 -0.6136 2.5829 -1.168
C -3.3337 -2.2829 -0.8825 -0.979
C -2.0050 1.7793 2.0725 -0.585
C -1.6997 3.0441 -1.0796 -0.752
C -3.6934 -2.8136 0.3551 -0.435
C -2.3822 1.7921 -1.5956 -0.479
C -1.9727 -0.5780 -2.1958 -1.101
C -1.3809 3.0154 1.4496 -0.777
C 5.0133 -0.1444 0.0945 -0.725
C -2.2253 -1.2615 1.4138 0.844
C 3.9680 -2.2664 -0.9569 -0.853
C 2.4888 -1.8561 -1.0340 -0.753
C -2.4205 -1.2550 -0.9271 0.791
C 2.0921 -1.0387 0.1978 0.224
C 2.5880 0.3910 0.2274 0.524
H 4.7585 -0.5452 -2.0040 0.307
H -0.7243 -1.2515 2.9494 0.435
H -3.1006 1.3984 -0.8759 0.272
H 5.9571 -1.5247 -1.1890 0.373
H -2.9267 2.0258 -2.5128 0.516
H -0.7883 1.0333 -2.6400 0.443
H -2.2240 -0.4671 3.4154 0.574
H -2.4454 3.7895 -0.8025 0.413
H -1.0853 3.4883 -1.8649 0.434
H -2.3695 2.0258 3.0722 0.518
H 0.0151 3.2958 -0.0057 0.403
H 4.0121 1.7288 0.2913 0.403
H 0.9328 -0.9755 0.2790 -0.070
H 2.3102 -1.2892 -1.9537 0.313
H -0.2670 0.9841 2.8073 0.431
H -1.2582 -1.2019 -2.7379 0.440
H 2.4305 -1.5614 1.0993 0.683
H 4.1537 -2.9698 -1.7685 0.385
H 4.1477 -2.8189 -0.0289 0.390
H -3.7743 -2.6615 -1.7973 0.591
H -2.1182 3.8161 1.3893 0.454
H -4.4111 -3.6239 0.4110 0.497
H -2.8549 1.4169 1.4931 0.263
H 5.1577 -0.6865 1.0341 0.309
H 1.8779 -2.7596 -1.0636 0.487
H 5.8644 0.5216 -0.0249 0.455
H -3.4419 -2.6581 2.4905 0.583
H -0.5693 3.3762 2.0847 0.420
H -2.8246 -0.4220 -2.8612 0.577
```

Results
Spin multiplicity: 3
HOMO-LUMO gap (spin up / spin down), eV: 7.5 / 7.4
Charge: +4
ΔE to the lowest compared entry with this formula, charge and spin, eV: 0.000


4.
# C17H29NO8

A 5-piece molecular cluster, C17H29NO8 overall in a non-equilibrium geometry (wB97M-V/def2-TZVPD, OMol25).

XYZ file:
```
55
Properties=species:S:1:pos:R:3:mulliken_charge:R:1
O 3.1030 5.3128 3.0200 -0.541
O 2.1060 3.4393 -1.5611 -0.451
O -3.9450 -4.4970 -3.3827 -0.422
O 0.8853 1.7523 5.4192 -0.533
O -2.2654 0.5882 -2.7053 -0.566
O 3.7817 0.0082 3.1041 -0.442
O 3.1673 -3.4779 1.3096 -0.534
O -3.4933 -0.5407 -0.8362 -0.343
N 2.6257 3.0752 4.0194 -0.328
C -2.8097 -0.5185 -2.1658 0.379
C 2.2387 2.1816 -2.1974 -0.529
C -1.0680 1.8445 2.5121 -0.356
C 0.2975 2.6009 3.0131 0.365
C 2.1397 -2.5099 1.4151 -0.558
C -3.2801 -5.7252 -3.6140 -0.609
C -2.7801 -1.9303 -3.0002 -0.091
C 2.3305 4.2238 3.0346 0.247
C 4.8173 -0.8557 3.5345 -0.603
C 1.2756 2.3877 4.3114 0.201
C 0.9827 3.8384 2.1844 0.160
C -2.0281 -1.8571 -4.4564 -0.830
C -3.1092 1.7212 0.4394 -0.358
C -1.7432 2.4269 1.0970 0.453
C -1.0702 3.7008 0.2604 -0.571
C 0.3238 4.4425 0.8101 -0.396
C -2.6696 0.1278 0.1841 -0.355
H 2.6671 3.4185 -0.7673 0.285
H -2.3598 -2.7917 -2.3129 0.229
H 4.8937 -0.8199 4.6240 0.279
H 1.6186 2.1713 -3.0969 0.208
H -3.8867 -6.5475 -3.2269 0.280
H 2.9573 -0.3093 3.5104 0.254
H -2.8447 -1.9145 -5.3131 0.220
H -1.5222 0.1643 -0.0987 0.302
H -1.3001 -0.9510 -4.5922 0.310
H 3.4295 -3.5156 0.3740 0.302
H -3.2882 2.1804 -0.6293 0.261
H -3.9157 -2.2153 -3.2165 0.176
H 4.6019 -1.8758 3.2070 0.249
H 3.2832 2.0215 -2.4758 0.297
H -3.1139 -5.8543 -4.6864 0.272
H 3.1683 2.3236 3.5320 0.329
H -1.3677 -2.8436 -4.5595 0.221
H 0.8438 5.3381 0.2653 0.368
H -4.7950 -4.5391 -3.8528 0.270
H 5.7613 -0.5257 3.0943 0.227
H -1.5370 4.1337 -0.7409 0.225
H 1.2908 -2.8093 0.7955 0.317
H -4.0337 1.8220 1.1561 0.288
H -2.7790 -0.4757 1.2022 0.259
H -2.3174 -5.7109 -3.0975 0.224
H 2.5182 -1.5383 1.0883 0.287
H -1.5129 0.9545 3.1299 0.277
H 1.8210 -2.4423 2.4579 0.198
H 1.9062 1.3921 -1.5190 0.197
```

Results
HOMO-LUMO gap, eV: 7.9
Charge: 0
SMILES: CCC(=O)OCCc1ccc2c(c1)C(=O)NC2=O.CO.CO.CO.CO


> Look up the charge of the fourth one.

0


> Look up the charge of the first one.

+2